Arrangement P

ORCA calculation (the ωB97M-V functional and the def2-TZVPD basis) on a structure of composition C2H8IN2.

```
13
Properties=species:S:1:pos:R:3
I -1.19 -0.39 -2.76
N -1.00 -0.93 -0.81
N 1.10 0.52 -0.80
C 0.06 0.69 1.41
C 0.41 -0.08 0.21
H 1.55 0.10 -1.60
H 0.67 -1.19 0.58
H -1.75 -0.69 -0.17
H -0.75 0.18 1.84
H 0.79 0.62 2.25
H -0.20 1.65 1.15
H -1.02 -1.95 -0.57
H 1.32 1.48 -0.74
```

LUMO energy: -4.668 eV
gap between HOMO and LUMO: 9.52 eV
net charge: +1
highest occupied orbital energy: -14.19 eV

The molecule's Mulliken atomic charges, reported in e, are given here: 0.32, -0.76, -0.44, -1.20, 0.54, 0.24, 0.26, 0.35, 0.38, 0.32, 0.43, 0.38, 0.19

***

Arrangement Q

ORCA calculation (the ωB97M-V functional and the def2-TZVPD basis) on a structure of composition C2H8IN2.

```
13
Properties=species:S:1:pos:R:3
I -2.21 -0.10 0.22
N 1.08 2.54 0.14
N -0.30 -2.53 -0.37
C -0.36 0.69 0.55
C 0.10 1.70 -0.25
H -1.13 -1.95 0.11
H 1.29 2.50 1.11
H -0.05 -3.25 0.27
H -0.10 0.53 1.70
H -0.26 1.94 -1.27
H 0.60 -2.09 -0.50
H -0.27 -3.07 -1.24
H 1.60 3.08 -0.48
```

LUMO energy: -3.547 eV
gap between HOMO and LUMO: 8.31 eV
net charge: +1
highest occupied orbital energy: -11.86 eV

The molecule's Mulliken atomic charges, reported in e, are given here: 0.11, -0.35, -0.42, -0.79, 0.21, 0.12, 0.19, 0.37, 0.30, 0.33, 0.37, 0.36, 0.21

***

Order from most stable to least stable according to the calculation: arrangement Q, arrangement P